1.
Formula: C2H7N4O
Source: the Open Molecules 2025 dataset
Level of theory: ωB97M-V/def2-TZVPD

Values from the calculation:
HOMO	-14.5112	eV
total charge	+1

XYZ file:
```
14
Properties=species:S:1:pos:R:3:forces:R:3:lowdin_charge:R:1
C -2.359004 0.513141 0.155620 -0.9 0.8 -0.1 -0.42
C 0.470011 -0.688916 0.641834 3.7 -2.5 -1.5 -0.11
N -2.584156 -0.527961 -0.433171 -1.9 0.2 -1.0 0.16
N 0.459256 0.576339 0.349906 -0.6 1.3 1.2 -0.05
N 1.476308 -1.392189 0.045082 -0.4 0.5 -0.1 0.16
N 1.466299 1.043550 -0.485982 0.6 0.8 -3.1 0.04
O -2.079708 1.501680 0.732162 -0.1 -1.2 -0.4 0.14
H -0.180013 -1.210611 1.318430 -0.4 0.4 0.3 0.16
H -3.505836 -0.656322 -1.012380 2.5 0.3 1.6 0.17
H 0.133509 1.228398 1.082690 -0.3 -0.4 -1.0 0.18
H 1.497881 2.082991 -0.512625 -0.3 -1.1 0.3 0.14
H 1.741568 -2.379755 0.183933 -0.9 0.9 0.1 0.15
H 2.146265 -0.824498 -0.526839 -0.8 -0.8 1.0 0.12
H 1.317614 0.734150 -1.538660 -0.1 0.8 2.8 0.18
```
Forces are in eV/Å.

---

2.
Formula: C2H7N4O
Source: the Open Molecules 2025 dataset
Level of theory: ωB97M-V/def2-TZVPD

Values from the calculation:
<S²>	2.01
HOMO (spin up / spin down)	-13.2271 / -14.9481	eV
total charge	+1
2S+1	3

XYZ file:
```
14
Properties=species:S:1:pos:R:3:forces:R:3:lowdin_charge:R:1
C -1.362537 -0.727694 -0.025989 0.1 1.1 0.3 -0.54
C 1.070508 0.111245 0.677085 -0.2 -1.9 -0.5 0.16
N -0.220229 -1.542055 -0.346225 -2.0 0.3 -1.0 0.06
N -1.259142 0.566860 -0.595080 -0.6 -0.6 0.2 0.03
N -2.243122 1.422290 -0.259585 0.4 -2.5 -0.3 0.13
N 0.983347 -0.810832 -0.477454 1.2 -0.6 0.5 0.01
O -2.186870 -1.179846 0.734356 0.0 0.5 -0.7 0.12
H 1.784424 0.838842 0.630525 1.6 1.8 0.0 0.06
H 0.359652 -0.085418 1.447539 0.0 0.1 0.4 0.09
H -0.284227 -2.310103 0.304619 1.1 -0.4 0.2 0.16
H -3.067503 0.946114 0.156726 0.4 0.7 -0.2 0.14
H -2.371539 2.080903 -1.013761 -0.3 0.5 0.3 0.13
H 0.897604 -0.235400 -1.361030 0.2 -0.8 0.8 0.20
H 1.821111 -1.534040 -0.568363 -1.9 1.9 0.1 0.26
```
Forces are in eV/Å.

---

3.
Formula: C2H7N4O6
Source: the Open Molecules 2025 dataset
Level of theory: ωB97M-V/def2-TZVPD

Values from the calculation:
HOMO (spin up / spin down)	-14.2699 / -14.2692	eV
total charge	+1

XYZ file:
```
19
Properties=species:S:1:pos:R:3:forces:R:3:lowdin_charge:R:1
C 0.335478 1.049585 0.779336 -1.0 -0.4 1.6 -0.04
C -0.442774 1.068153 -0.462273 -2.3 -1.9 -2.7 -0.52
N -0.719307 2.216438 -1.031397 3.2 2.5 4.3 0.25
N -3.528789 -1.598565 -1.141653 0.4 2.0 2.0 -0.23
N -3.450591 0.323929 0.862377 -1.8 -1.1 -2.6 -0.49
N 0.126134 -0.325078 1.311019 2.5 -0.5 0.7 0.18
O -3.926177 -1.361122 -2.173433 -0.4 -0.5 -1.4 0.30
O -4.099107 -0.121316 -0.240071 0.1 -0.4 -0.3 0.03
O -2.932485 -2.263870 -0.429432 0.2 -1.1 -0.3 0.27
O -4.005495 1.185579 1.409135 -0.9 2.1 1.7 0.18
O -0.881726 -0.006820 -0.915373 1.1 0.6 0.2 0.03
O -2.402105 -0.175274 1.112086 1.9 -1.1 1.3 0.03
H 0.009567 1.836741 1.424794 -0.2 0.3 0.7 0.15
H 1.347498 1.185805 0.563067 1.8 0.1 -0.2 0.14
H -0.255171 3.032410 -0.525585 -1.3 -1.1 -1.6 0.18
H -1.203127 2.322905 -1.848354 -1.4 0.2 -2.4 0.11
H 1.008547 -0.729632 1.725591 -1.1 0.3 -1.0 0.21
H -0.238864 -0.724725 0.420843 0.2 -1.1 -0.7 0.11
H -0.613141 -0.568193 1.945253 -0.8 1.0 0.7 0.14
```
Forces are in eV/Å.

---

4.
Formula: C2H7N4S
Source: the Open Molecules 2025 dataset
Level of theory: ωB97M-V/def2-TZVPD

Values from the calculation:
HOMO	-13.5260	eV
total charge	+1

XYZ file:
```
14
Properties=species:S:1:pos:R:3:forces:R:3:lowdin_charge:R:1
C -0.270009 1.003673 0.931507 1.7 -2.6 -2.2 -0.59
C 0.183168 -1.655053 0.401004 2.1 3.0 1.0 -0.29
N 0.121126 0.952544 -0.330736 -0.8 3.1 1.1 0.01
N -0.338538 2.066844 1.723750 0.1 -0.8 -1.8 0.16
N -0.232921 -0.430904 -2.177609 2.6 0.2 -1.2 0.09
N 0.556520 -0.083953 -1.026029 -5.2 -3.0 2.3 -0.09
S -0.613452 -0.667998 1.570182 -0.8 0.4 0.7 0.96
H -0.447565 -2.425162 0.084483 -0.5 -1.2 -1.0 0.02
H 1.214246 -1.805435 0.731837 -0.3 -0.6 -0.6 0.05
H -0.013818 2.909282 1.241437 -0.5 0.1 1.0 0.15
H -0.744034 1.944155 2.641134 0.2 0.7 -0.1 0.13
H -1.191201 -0.596511 -1.903748 0.2 -0.3 0.1 0.10
H 0.255160 -1.149052 -2.817238 -1.2 1.5 1.7 0.16
H 1.521319 -0.062430 -1.069974 2.5 -0.5 -0.9 0.14
```
Forces are in eV/Å.

---

5.
Formula: C2H7N5
Source: the Open Molecules 2025 dataset
Level of theory: ωB97M-V/def2-TZVPD

Values from the calculation:
HOMO	-9.1140	eV

XYZ file:
```
14
Properties=species:S:1:pos:R:3:forces:R:3:lowdin_charge:R:1
C -1.176182 -0.527369 0.133066 -0.8 -1.1 2.1 -0.10
C -0.133023 0.426481 0.677454 0.5 0.0 1.9 -0.26
N 1.700552 1.618115 -2.156653 -0.1 -1.1 2.3 0.04
N 1.986548 -1.140899 0.535224 -2.1 1.3 0.4 0.07
N 0.780473 1.455239 -1.298938 0.2 2.9 -2.0 -0.05
N 1.870590 -0.281197 -0.361738 2.2 -2.0 -0.8 -0.03
N 0.913882 0.599347 -0.273485 0.8 0.2 -1.1 -0.25
H -0.756312 -1.580567 0.217417 -0.5 1.3 -0.8 0.08
H -2.132132 -0.584176 0.822787 1.7 0.5 -1.7 0.11
H -1.306423 -0.116951 -0.863010 -0.9 -0.8 -0.3 0.06
H -0.527904 1.419637 0.970098 0.3 -0.7 -0.1 0.12
H 0.509307 -0.067139 1.462274 -1.4 0.8 0.1 0.10
H 1.575550 2.476232 -2.723674 -1.2 -0.8 0.4 0.05
H 2.637756 -1.815391 0.226929 1.5 -0.5 -0.5 0.04
```
Forces are in eV/Å.

---

6.
Formula: C2H7N5O
Source: the Open Molecules 2025 dataset
Level of theory: ωB97M-V/def2-TZVPD

Values from the calculation:
HOMO	-8.6751	eV

XYZ file:
```
15
Properties=species:S:1:pos:R:3:forces:R:3:lowdin_charge:R:1
C 0.339110 0.191041 -0.205358 0.6 -4.4 -0.6 -0.48
C -1.561385 -1.070865 -0.025638 -2.0 1.8 -0.2 -0.31
H 1.617357 -1.685696 0.611783 0.0 -0.5 0.7 0.05
H 2.371900 -1.708587 -0.721362 0.1 1.4 0.1 0.09
H 2.092733 0.861648 0.662963 -1.3 -2.2 -2.5 0.20
H -1.306888 1.240723 -0.094463 0.5 -0.1 -0.1 0.11
H 0.237133 3.074932 -0.579377 1.0 -1.7 2.5 0.18
H -1.952746 -2.093761 0.021429 0.1 0.2 0.1 0.10
H -3.327330 -0.426390 0.541714 2.0 1.0 -1.0 0.07
N 2.330895 -1.137003 0.147827 -0.9 -0.9 -0.1 0.01
N 1.655478 0.095504 -0.023492 3.8 3.4 2.0 -0.04
N -0.268227 1.310117 -0.333979 -2.5 1.3 0.3 -0.01
N -0.255708 -0.993205 -0.329705 -0.6 -0.3 0.3 0.06
N -2.394994 -0.027382 0.159498 -0.6 -3.1 0.7 -0.01
O 0.422669 2.368920 0.168166 -0.2 3.9 -2.2 -0.03
```
Forces are in eV/Å.

---

7.
Formula: C2H7N5O
Source: the Open Molecules 2025 dataset
Level of theory: ωB97M-V/def2-TZVPD

Values from the calculation:
HOMO (spin up / spin down)	-7.5127 / -7.5201	eV

XYZ file:
```
15
Properties=species:S:1:pos:R:3:forces:R:3:lowdin_charge:R:1
N -1.133026 0.705415 -0.083626 1.8 0.5 1.8 -0.15
N -1.976405 1.026475 -1.149008 -0.3 -0.6 0.0 -0.03
C -0.781898 -0.803483 1.204757 -0.9 -1.2 0.6 -0.17
O -0.628001 -0.881634 2.390116 0.4 1.3 -2.3 0.07
H -0.618041 1.553023 0.175445 -0.7 -0.2 0.1 0.07
H -1.492933 0.867887 -2.037794 0.1 0.0 0.1 0.07
H -2.791588 0.422377 -1.136746 0.0 0.0 0.0 0.06
H -1.602206 -1.299776 0.669171 1.0 -0.3 -0.3 0.12
C 1.975510 -1.233261 0.569191 -0.7 1.0 0.0 0.06
N 0.610639 0.132881 -0.736353 -2.5 -0.4 -2.1 -0.22
N 0.819132 -0.770028 0.234887 0.1 1.3 1.5 -0.07
N 1.135790 1.202426 -1.174640 1.4 -0.8 0.4 0.01
H 1.614643 1.748175 -0.441308 0.2 -0.2 0.4 0.03
H 2.839386 -0.838688 0.051089 0.2 -0.1 0.1 0.08
H 2.028997 -1.831791 1.464818 0.0 -0.5 -0.3 0.08
```
Forces are in eV/Å.

---

8.
Formula: C2H7N5O
Source: the Open Molecules 2025 dataset
Level of theory: ωB97M-V/def2-TZVPD

Values from the calculation:
HOMO	-8.6734	eV

XYZ file:
```
15
Properties=species:S:1:pos:R:3:forces:R:3:lowdin_charge:R:1
C -0.378832 0.061984 -0.390843 -2.0 4.3 0.3 -0.41
C 0.278161 -1.017492 0.200483 -7.0 -2.7 0.7 -0.21
H 1.784431 2.266321 0.124440 -2.4 -1.4 2.4 0.13
H 0.307793 2.008957 1.388930 2.5 -0.7 -2.9 0.14
H -0.536991 2.092698 -0.354743 2.0 -3.2 -3.1 0.18
H -0.618229 -1.860508 0.560683 3.2 2.2 -0.3 0.14
H 3.270984 -1.137757 -0.303657 -2.3 0.5 -0.2 0.11
H -1.851859 -1.887593 0.272139 -2.7 4.2 -1.0 0.16
H -3.098368 -0.694499 -0.841266 1.2 -1.5 3.8 0.15
N 0.983748 1.620384 0.552841 2.5 1.8 1.4 -0.10
N 0.270835 1.279347 -0.637807 -2.5 4.3 1.4 -0.12
N 1.329494 -1.581669 0.165691 7.5 -0.9 -0.9 0.07
N -1.658616 0.283866 -0.380397 1.6 -2.5 1.5 -0.05
N -2.455303 -0.729269 0.144242 -1.7 -2.6 -4.1 -0.09
O 2.372748 -0.704769 -0.500743 0.3 -1.8 1.1 -0.11
```
Forces are in eV/Å.

---

| no. | molecular weight (g mol⁻¹) |
| --- | --- |
| 1 | 103.10 |
| 2 | 103.10 |
| 3 | 183.10 |
| 4 | 119.17 |
| 5 | 101.11 |
| 6 | 117.11 |
| 7 | 117.11 |
| 8 | 117.11 |